{"formula": "C54H45N9O18", "method": "ωB97M-V/def2-TZVPD", "symbols": ["O", "N", "O", "C", "C", "C", "C", "C", "C", "H", "H", "H", "H", "H", "O", "N", "O", "C", "C", "C", "C", "C", "C", "H", "H", "H", "H", "H", "O", "N", "O", "C", "C", "C", "C", "C", "C", "H", "H", "H", "H", "H", "O", "N", "O", "C", "C", "C", "C", "C", "C", "H", "H", "H", "H", "H", "O", "N", "O", "C", "C", "C", "C", "C", "C", "H", "H", "H", "H", "H", "O", "N", "O", "C", "C", "C", "C", "C", "C", "H", "H", "H", "H", "H", "O", "N", "O", "C", "C", "C", "C", "C", "C", "H", "H", "H", "H", "H", "O", "N", "O", "C", "C", "C", "C", "C", "C", "H", "H", "H", "H", "H", "O", "N", "O", "C", "C", "C", "C", "C", "C", "H", "H", "H", "H", "H"], "coordinates": [[1.6482, -1.1482, 5.3163], [2.7910, -1.2531, 4.9826], [3.1871, -2.1963, 4.2577], [3.8137, -0.3003, 5.4300], [4.9847, -0.0768, 4.7209], [5.9223, 0.8762, 5.1369], [5.6254, 1.5626, 6.3429], [4.4471, 1.2667, 7.1068], [3.5434, 0.3554, 6.6305], [5.1962, -0.4484, 3.7292], [6.8320, 1.1924, 4.6483], [6.2954, 2.2992, 6.7610], [4.2345, 1.9484, 7.9170], [2.5765, 0.2228, 7.0931], [-6.0654, -4.2709, -1.1548], [-5.6404, -3.4491, -0.3608], [-5.5886, -3.6788, 0.8264], [-5.1759, -2.1737, -0.9067], [-4.6809, -1.1986, -0.0701], [-4.1315, 0.0042, -0.5744], [-3.9990, 0.2154, -1.9001], [-4.5473, -0.7936, -2.7588], [-5.1155, -1.9878, -2.2636], [-4.7264, -1.2275, 1.0086], [-3.7738, 0.6651, 0.2012], [-3.5130, 1.0613, -2.3635], [-4.4529, -0.6091, -3.8187], [-5.4986, -2.7264, -2.9522], [5.2355, -5.7406, 1.0329], [4.2647, -4.9919, 1.1801], [3.5791, -4.9648, 2.2086], [3.8379, -4.1609, 0.0198], [4.7576, -3.9859, -1.0925], [4.3588, -3.1423, -2.1595], [3.0649, -2.5896, -2.2228], [2.1762, -2.7695, -1.1567], [2.5782, -3.4979, -0.0243], [5.7236, -4.4675, -1.1301], [5.0684, -2.9543, -2.9517], [2.8168, -1.8465, -2.9662], [1.2236, -2.2636, -1.1016], [1.9511, -3.5844, 0.8507], [1.4906, 0.3353, -4.2154], [0.3256, 0.0495, -4.2159], [-0.1705, -0.7923, -3.4509], [-0.5077, 0.8295, -5.1880], [-0.0481, 1.9647, -5.8725], [-0.9005, 2.6147, -6.7404], [-2.1631, 2.1842, -6.9155], [-2.6583, 1.0723, -6.2566], [-1.8531, 0.3784, -5.3929], [0.9732, 2.2888, -5.7374], [-0.5720, 3.5428, -7.1843], [-2.7994, 2.7897, -7.5440], [-3.6994, 0.8033, -6.3572], [-2.2594, -0.4863, -4.8892], [-1.4390, 2.1059, -0.2864], [-0.2917, 2.0930, -0.7621], [-0.0039, 2.7697, -1.7296], [0.7039, 1.1791, -0.0798], [0.3666, 0.4856, 1.0982], [1.3095, -0.3030, 1.7345], [2.5588, -0.4754, 1.1510], [2.9183, 0.1823, -0.0718], [1.9307, 0.9753, -0.6787], [-0.6227, 0.5659, 1.5239], [1.0353, -0.8811, 2.6045], [3.2240, -1.2075, 1.5844], [3.8778, -0.0566, -0.5061], [2.0942, 1.3010, -1.6954], [-2.5437, -2.0520, 4.0440], [-2.4065, -1.7021, 2.8658], [-2.6511, -0.5190, 2.5288], [-1.9938, -2.6950, 1.8007], [-1.6968, -2.2868, 0.4801], [-1.5311, -3.2725, -0.4968], [-1.5409, -4.6272, -0.1283], [-1.7251, -5.0092, 1.1929], [-1.9892, -4.0285, 2.1395], [-1.8544, -1.2401, 0.2657], [-1.3811, -2.9364, -1.5122], [-1.2963, -5.3182, -0.9213], [-1.6944, -6.0578, 1.4493], [-2.1546, -4.3334, 3.1623], [-1.7162, -7.6338, 7.5543], [-0.9926, -7.6292, 6.5356], [-0.6904, -8.6857, 6.0080], [-0.5261, -6.3630, 5.9205], [-0.9644, -5.1387, 6.3737], [-0.5755, -3.9291, 5.7240], [0.3260, -4.0092, 4.6728], [0.7972, -5.2113, 4.1917], [0.3091, -6.4166, 4.7507], [-1.7180, -5.0706, 7.1443], [-1.0235, -2.9574, 5.8709], [0.7290, -3.1196, 4.2118], [1.4750, -5.3251, 3.3587], [0.7189, -7.3518, 4.3986], [-1.3594, 5.3753, 0.2293], [-2.4212, 4.8272, -0.1196], [-3.2034, 4.3335, 0.7320], [-2.6491, 4.7185, -1.6347], [-3.7525, 4.0469, -2.1412], [-3.9993, 3.8849, -3.4759], [-3.1020, 4.4577, -4.3896], [-1.9417, 5.0963, -3.8732], [-1.7174, 5.1963, -2.5219], [-4.5881, 3.7439, -1.5277], [-4.8149, 3.2493, -3.7879], [-3.3005, 4.4719, -5.4511], [-1.1625, 5.4477, -4.5334], [-0.8041, 5.6524, -2.1691], [0.7999, 10.3122, -2.5680], [0.9725, 9.3777, -3.3777], [0.8449, 9.5321, -4.6043], [1.2385, 7.9901, -2.8513], [1.4389, 7.7291, -1.4790], [1.7721, 6.4851, -1.0612], [1.9852, 5.4600, -1.9515], [1.8269, 5.6878, -3.3263], [1.5527, 6.9579, -3.8199], [1.2913, 8.5147, -0.7527], [1.8232, 6.3367, 0.0074], [2.2132, 4.4626, -1.6058], [2.1311, 4.9444, -4.0482], [1.5920, 7.1473, -4.8824]], "forces_ev_per_a": [[-0.85, 0.80, 0.65], [1.74, -2.25, -1.94], [-0.25, 1.57, 0.77], [0.16, 0.28, 0.73], [0.73, 0.66, -1.11], [-1.33, 0.90, 2.62], [-0.87, -1.26, 0.26], [1.68, 1.24, -1.44], [-0.43, -0.01, -0.45], [-0.49, -0.78, 0.08], [-0.14, -0.52, -0.54], [0.12, 0.13, -0.22], [-0.12, -0.41, 0.37], [0.04, -0.19, 0.13], [0.05, 0.28, -0.43], [-0.59, -1.12, -0.20], [0.38, 0.80, 0.40], [0.67, 0.50, 0.81], [-0.06, 1.19, 0.26], [-0.16, -1.00, 2.03], [-0.91, -1.58, -2.19], [0.40, 0.14, 0.96], [0.41, 1.27, -1.57], [-0.11, -0.60, 0.01], [0.15, 0.39, -0.23], [0.01, 0.22, 0.25], [-0.22, -0.30, -0.17], [0.02, -0.07, 0.08], [-1.05, 1.27, -0.03], [-0.26, -1.09, 0.55], [0.73, 0.35, -1.37], [0.57, 1.23, -2.21], [-1.95, 0.52, 0.74], [-0.47, -0.84, 0.89], [0.50, 0.20, 1.17], [1.01, -0.48, 0.60], [1.19, -1.04, 0.00], [-0.03, -0.02, 0.29], [0.00, 0.00, -0.08], [-0.10, -0.25, -0.40], [-0.08, 0.02, -0.26], [-0.21, 0.01, 0.00], [1.17, 0.13, 0.07], [-0.95, -0.11, 0.45], [0.07, 1.18, -1.35], [-2.16, -0.65, -0.33], [0.68, -1.46, 1.02], [1.41, 0.77, 0.48], [-1.63, 0.14, -0.52], [-0.25, 0.21, 0.02], [1.54, 0.18, 0.50], [0.00, 0.06, 0.13], [0.10, -0.06, -0.25], [-0.26, -0.18, -0.14], [-0.02, -0.16, -0.16], [0.33, -0.05, 0.24], [1.56, -0.34, -0.26], [-1.89, -0.48, 0.88], [0.94, -0.58, 0.25], [-0.23, -0.30, 0.32], [-0.41, 1.03, -0.35], [0.22, -0.18, -0.89], [0.49, 0.69, -1.15], [-1.77, -0.67, 1.81], [1.11, -0.40, -0.50], [-0.12, 0.22, -0.05], [-0.02, 0.07, 0.16], [0.28, 0.12, 0.13], [-0.10, 0.23, -0.29], [0.05, 0.52, 0.02], [0.50, -0.27, -2.08], [-0.66, 1.66, 0.91], [0.73, -2.16, -0.23], [0.08, 0.31, -0.34], [-1.33, -0.28, 0.96], [0.09, 0.50, 1.09], [0.58, 0.79, -0.45], [-0.08, 0.37, -0.72], [0.12, -0.53, 0.77], [0.45, 0.07, -0.29], [0.04, -0.23, -0.16], [-0.24, -0.41, 0.14], [-0.04, 0.03, 0.21], [-0.14, 0.15, 0.10], [1.25, 1.24, -1.52], [-1.39, -1.25, 1.45], [0.48, 0.76, -0.45], [0.98, 0.11, -1.81], [-0.66, 1.55, -0.25], [0.13, -1.57, -0.41], [0.40, 0.46, -0.10], [-1.01, -2.26, 0.63], [0.25, 0.78, 1.39], [0.11, -0.23, 0.24], [-0.07, -0.15, 0.76], [-0.28, 0.21, 0.04], [0.12, 0.41, 0.01], [-0.31, -0.15, 0.02], [-1.66, -0.70, -1.02], [0.54, -0.37, 1.83], [1.22, 1.11, -2.96], [-0.81, -0.57, 0.81], [-1.09, 0.17, 1.57], [1.27, 0.32, -1.36], [0.70, 0.44, 1.01], [-1.05, -0.80, -1.00], [0.71, 0.46, 0.65], [0.42, -0.30, 0.72], [-0.28, 0.33, -0.12], [0.11, -0.25, -0.06], [-0.13, 0.20, -0.18], [0.00, 0.02, 0.12], [0.63, -2.11, -1.13], [-1.15, 1.43, -0.08], [0.51, -0.70, 1.95], [1.53, -1.06, -1.12], [-1.07, 2.16, -1.66], [0.16, -0.96, 0.83], [-0.50, -0.40, -0.84], [0.94, 0.59, 0.13], [-0.82, 1.17, 1.83], [-0.09, 0.16, -0.11], [0.20, -0.25, 0.03], [0.09, -0.03, 0.05], [-0.24, -0.32, 0.07], [-0.25, 0.23, 0.07]], "lowdin_charge": [0.09, -0.33, 0.04, -0.14, -0.01, -0.05, -0.05, -0.06, -0.01, 0.11, 0.11, 0.10, 0.11, 0.12, 0.07, -0.35, 0.09, -0.16, 0.00, -0.08, -0.06, -0.04, 0.00, 0.11, 0.10, 0.09, 0.08, 0.12, 0.07, -0.33, 0.05, -0.10, 0.02, -0.06, -0.06, -0.07, -0.01, 0.11, 0.10, 0.09, 0.09, 0.11, 0.07, -0.33, 0.05, -0.09, 0.01, -0.09, -0.10, -0.07, 0.00, 0.12, 0.12, 0.11, 0.11, 0.10, 0.05, -0.28, 0.07, -0.11, 0.00, -0.06, -0.06, -0.04, -0.02, 0.10, 0.10, 0.09, 0.11, 0.10, 0.07, -0.28, 0.03, -0.12, -0.01, -0.06, -0.06, -0.05, -0.02, 0.09, 0.10, 0.11, 0.11, 0.12, 0.05, -0.33, 0.06, -0.13, 0.00, -0.05, -0.11, -0.06, 0.02, 0.12, 0.10, 0.07, 0.08, 0.11, 0.04, -0.29, 0.05, -0.12, -0.04, -0.08, -0.04, -0.05, -0.03, 0.12, 0.11, 0.09, 0.10, 0.10, 0.05, -0.32, 0.05, -0.09, -0.01, -0.09, -0.07, -0.08, 0.00, 0.12, 0.12, 0.10, 0.10, 0.11], "lumo_ev": -1.3115, "smiles": "O=[N+]([O-])c1ccccc1.O=[N+]([O-])c1ccccc1.O=[N+]([O-])c1ccccc1.O=[N+]([O-])c1ccccc1.O=[N+]([O-])c1ccccc1.O=[N+]([O-])c1ccccc1.O=[N+]([O-])c1ccccc1.O=[N+]([O-])c1ccccc1.O=[N+]([O-])c1ccccc1", "e_homo_ev": -9.558, "total_energy_ha": -3930.974913, "homo_lumo_gap_ev": 8.25}